20 unconnected molecules or ions with the total composition C65H179N9O20. Source: the OMol25 dataset; level of theory: the ωB97M-V functional and the def2-TZVPD basis.

Computed properties:
molar mass: 1407.190 g mol⁻¹
E_tot: -124659.8637 eV
E_LUMO: 0.393 eV
total charge: 0
gap between HOMO and LUMO: 9.31 eV
max |F|: 4.73 eV/A

Structure (XYZ):
```
273
Properties=species:S:1:pos:R:3:forces:R:3
C -1.2253 2.9363 2.5996 0.0 -0.3 1.6
C -0.6644 3.7313 3.7973 -0.5 -0.2 0.8
C 0.0258 2.7659 4.7604 -0.8 -0.5 -0.3
O 0.3077 4.7285 3.3410 -0.2 -1.3 0.7
H -0.4441 2.2921 2.2192 0.1 -0.2 -0.3
H -1.5101 3.6165 1.8385 -0.5 0.6 -0.9
H -2.1034 2.3219 2.8899 0.5 0.4 -0.1
H -1.4641 4.2830 4.3313 0.2 -0.2 -0.4
H 0.7307 2.2533 4.1532 1.0 -0.7 -0.5
H -0.6131 1.9582 5.1815 0.0 0.7 -0.4
H 0.5604 3.1856 5.5845 0.2 0.8 0.5
H -0.0847 5.0268 2.5308 0.0 0.6 -0.7
C 0.0272 -0.9760 8.0543 -0.8 -0.9 1.2
C -1.3249 -0.4999 7.4967 -1.4 -1.2 0.2
C -1.6463 0.9039 7.9629 -0.1 0.4 -0.8
O -1.2691 -0.6388 6.0632 0.8 0.0 0.9
H 0.1341 -0.6353 9.1237 -0.2 -0.7 -0.9
H 0.8351 -0.5320 7.5243 0.6 0.7 -0.7
H 0.1940 -2.0864 7.9553 -0.4 1.1 0.4
H -2.2132 -1.1139 7.8830 1.3 0.1 -0.4
H -2.3861 1.4273 7.3367 0.3 -0.4 0.1
H -0.7330 1.4405 7.9155 0.9 1.0 -0.1
H -1.9785 0.9670 8.9858 -0.2 -0.3 0.5
H -2.1224 -0.4047 5.7026 -0.7 0.3 -0.1
C 3.1248 -6.5761 3.8591 0.0 0.5 0.8
C 1.9737 -6.1564 2.9059 1.1 -0.4 1.0
C 2.2904 -6.5564 1.4807 -2.5 0.6 0.2
O 0.7286 -6.7920 3.2358 0.3 0.1 0.3
H 4.1086 -6.3982 3.4086 -0.2 0.0 -0.1
H 3.0764 -7.6223 4.1404 -0.1 -0.3 -0.2
H 3.1472 -6.0229 4.8325 -0.3 -0.2 -0.7
H 1.8857 -5.0857 3.0146 -0.3 0.5 -0.2
H 2.3019 -7.6412 1.5283 0.8 -0.2 -0.6
H 3.1043 -5.9861 1.0286 0.1 -0.5 0.1
H 1.3186 -6.3123 0.9696 1.0 -0.2 -0.2
H 0.3672 -6.3604 4.0284 0.2 0.1 -0.4
C 0.2196 4.3914 -0.4633 -0.4 1.5 -1.2
C 0.7330 3.0171 -0.9030 0.0 -0.5 1.6
C 1.8638 2.9812 -1.8983 -0.6 -1.6 -2.3
O 1.1828 2.2885 0.2787 -0.8 -0.4 -0.7
H -0.0268 5.0517 -1.3249 0.3 -0.6 0.1
H 0.9125 5.0049 0.0973 1.0 -0.2 0.1
H -0.6772 4.5094 0.1457 -0.2 -1.1 0.0
H -0.0601 2.3854 -1.2617 -0.7 0.0 -0.2
H 1.6044 3.4119 -2.9382 0.5 -0.2 1.8
H 2.1483 1.8803 -2.1383 -0.5 1.7 0.6
H 2.6942 3.4194 -1.4016 1.1 0.8 -0.1
H 1.8050 2.8094 0.7846 0.6 0.5 0.3
C -6.0959 -1.6198 1.7514 -0.8 1.6 -1.8
C -4.6388 -1.2397 1.7739 -0.7 0.8 -1.1
C -4.4343 0.3050 1.6374 -0.5 -1.0 0.1
O -4.1738 -1.6677 3.0330 1.3 -0.2 0.1
H -6.5424 -1.1596 2.6061 -0.5 0.0 0.7
H -6.2203 -2.6661 1.7314 -0.2 -1.3 0.3
H -6.6626 -1.2367 0.8565 0.7 -0.2 0.6
H -4.1584 -1.7626 0.9016 0.1 0.5 0.9
H -3.3714 0.4694 1.5697 0.3 0.4 -0.4
H -4.7874 0.8516 2.5062 -0.1 -0.3 0.5
H -5.0224 0.7552 0.8215 0.6 -0.5 -0.1
H -3.8195 -2.5860 2.9533 -0.4 0.3 0.4
C -5.1783 0.7201 7.4475 -1.5 -0.5 -0.7
C -5.0461 -0.3754 6.3567 0.2 2.8 1.1
C -6.3812 -0.6161 5.7283 -0.2 1.4 0.3
O -4.0747 0.1848 5.4593 -0.1 -1.0 -0.6
H -4.2577 0.8985 7.9215 1.2 0.1 0.6
H -5.8514 0.2876 8.2007 -0.1 0.6 0.0
H -5.5261 1.7085 7.0499 0.0 -1.0 0.2
H -4.6813 -1.2252 6.8916 0.5 -1.0 0.0
H -6.3442 -1.4448 5.0764 -0.1 -0.8 -1.1
H -6.6400 0.3472 5.2212 -0.1 -1.0 0.1
H -7.1278 -0.8347 6.4969 0.1 0.1 -0.1
H -4.1030 -0.3430 4.6385 0.1 0.0 0.0
C 0.8073 -1.7117 1.6299 0.2 -0.1 -1.0
C 0.3199 -1.5699 0.1773 0.5 -1.0 0.7
C -1.1041 -1.1201 0.1322 -0.2 0.7 0.6
O 1.1795 -0.6604 -0.4708 0.3 -0.9 -1.2
H 0.2256 -2.3432 2.2667 -0.7 -0.4 0.3
H 0.8932 -0.7259 2.0502 -0.2 0.6 0.4
H 1.7933 -2.1224 1.6166 0.9 -0.3 0.0
H 0.4182 -2.5314 -0.3883 0.0 0.6 0.5
H -1.3596 -0.9597 -0.9067 -0.6 -0.4 -0.3
H -1.1576 -0.0953 0.5836 -0.2 -0.9 0.1
H -1.7223 -1.8670 0.6962 0.1 0.9 -0.7
H 1.1440 0.1650 -0.0130 0.1 1.4 0.5
C -0.0908 0.4042 -3.7832 -0.5 0.5 1.1
C 0.2130 0.9071 -5.2116 0.4 1.1 3.4
C 1.0750 -0.0160 -5.9281 1.3 -0.9 0.3
O 1.5720 0.6402 -7.0681 -0.3 -0.9 -0.5
C 1.9384 -0.3391 -8.0142 -0.2 0.3 -0.6
N -1.0467 1.1163 -5.8549 -1.5 1.4 0.1
H -0.6191 1.1990 -3.1814 0.0 -0.7 -0.9
H 0.7887 0.2711 -3.1736 0.8 -0.2 -0.2
H -0.6487 -0.5367 -3.6635 -0.1 0.3 -0.5
H 0.7797 1.8343 -4.9797 -0.2 0.0 -0.7
H 0.4353 -0.8838 -6.1273 0.3 -0.1 -0.6
H 1.9659 -0.3866 -5.3710 -0.7 0.3 0.3
H 1.9739 0.1978 -8.9344 0.2 0.2 -1.0
H 1.1621 -1.1075 -8.1120 0.2 0.0 0.1
H 2.9145 -0.8042 -7.8624 0.0 0.0 0.4
H -0.9706 1.5610 -6.7674 0.3 -0.2 0.0
H -1.5313 1.8433 -5.2697 0.3 -0.9 -0.7
C -2.6929 -8.7997 4.2485 -0.6 0.3 -1.5
C -2.2869 -9.6889 3.0460 0.7 -0.5 0.0
C -2.3606 -8.8933 1.7347 0.6 1.0 0.4
O -2.0901 -9.7840 0.6722 -0.7 -0.4 -0.5
C -1.9522 -9.2366 -0.6458 0.9 -0.4 0.8
N -0.9153 -10.2488 3.2847 -0.6 0.4 0.0
H -1.8768 -8.1006 4.4117 -0.1 0.5 -0.1
H -2.6835 -9.4177 5.1131 -0.4 -0.5 0.8
H -3.6968 -8.2576 4.0919 1.5 -0.8 0.3
H -2.9637 -10.5989 2.9358 0.7 1.2 0.2
H -1.4848 -8.1070 1.7135 -1.9 -0.8 0.3
H -3.4235 -8.4445 1.7850 1.5 -0.2 -0.9
H -2.9101 -9.0280 -1.1177 -0.1 0.3 0.1
H -1.4184 -9.9762 -1.2856 -0.4 0.4 0.6
H -1.3072 -8.3552 -0.5292 -0.3 0.1 -0.5
H -0.7990 -10.9773 2.5840 0.4 0.3 0.1
H -0.1517 -9.5420 3.2147 -1.0 -0.6 -0.2
C -1.8268 -5.0459 1.9317 0.1 -0.4 -0.8
C -2.2948 -4.9682 3.3690 0.8 0.9 -0.4
C -1.5042 -3.9585 4.2326 -1.6 -0.4 -0.2
O -0.1627 -4.2865 4.3542 0.3 -0.2 -0.3
C 0.5558 -3.5052 5.2850 1.0 0.3 1.3
N -3.6566 -4.4869 3.3215 -2.0 -0.7 0.7
H -2.1861 -4.1308 1.3904 0.8 -0.6 0.4
H -2.2195 -5.9115 1.3557 -0.3 0.4 0.6
H -0.7560 -5.2482 1.8758 0.1 0.7 0.0
H -2.2796 -5.8819 3.8964 0.4 -1.5 0.2
H -2.0248 -3.9729 5.2255 0.4 0.4 -0.5
H -1.6608 -3.0097 3.7238 0.2 0.6 0.3
H 1.4545 -3.0041 4.8343 -0.8 -0.6 0.1
H 0.8952 -4.2075 6.0872 0.0 0.6 -0.5
H -0.0250 -2.7077 5.7951 0.0 -0.5 -0.7
H -4.1389 -4.8063 4.1940 0.4 0.7 -0.9
H -4.1574 -5.0137 2.5840 0.4 0.5 0.4
C -1.4582 6.5333 -4.5789 0.1 1.2 0.8
C -1.8048 5.1878 -4.0916 0.0 -2.5 1.7
C -3.3028 4.9560 -4.0706 0.4 -1.4 1.4
O -3.8629 5.1326 -5.3384 0.0 0.6 0.2
C -5.2412 4.8704 -5.3070 0.2 -0.9 -0.5
N -1.2466 4.0462 -4.8344 0.0 0.4 -0.4
H -1.7962 6.6679 -5.6028 -0.2 0.2 0.0
H -0.3745 6.5920 -4.5698 0.2 0.6 0.0
H -1.9408 7.2800 -3.8764 0.7 -0.5 -1.0
H -1.4273 4.9557 -3.0243 -0.7 0.9 -1.3
H -3.7332 5.6358 -3.3087 -0.3 -0.3 -0.3
H -3.4009 3.8529 -3.7581 -0.3 1.4 -0.1
H -5.8281 5.4604 -4.6346 0.1 0.5 1.1
H -5.4063 3.8021 -5.1245 -0.2 0.1 0.1
H -5.6310 5.1433 -6.2532 -0.3 -0.1 -1.2
H -0.2182 4.0320 -4.8089 -0.7 0.2 -0.6
H -1.6360 4.1493 -5.7789 0.9 -0.3 0.1
C 2.2797 6.0815 -6.5900 1.1 2.2 1.3
C 2.8978 4.7860 -6.8405 -1.1 -2.5 0.2
C 3.5169 4.0190 -5.6333 -2.0 0.1 0.6
O 4.7068 4.5792 -5.1933 0.7 0.3 0.1
C 5.2740 3.8288 -4.1397 2.3 -0.6 -0.8
N 1.7811 3.8880 -7.3213 0.1 0.7 0.2
H 1.5165 6.0059 -5.8710 -1.5 -0.3 0.7
H 1.9572 6.6356 -7.4540 -0.3 -0.2 -0.6
H 2.9703 6.7653 -6.0769 0.3 -0.1 -0.2
H 3.7082 4.9397 -7.5064 0.9 -0.2 -1.2
H 3.6111 2.9671 -5.9595 0.3 0.2 0.1
H 2.8153 3.9914 -4.7388 0.2 0.1 -1.0
H 4.7332 3.8967 -3.1993 -0.3 0.0 0.0
H 6.3527 4.1872 -3.9675 -1.7 -0.2 -0.3
H 5.3911 2.7560 -4.4758 -0.3 0.8 0.6
H 1.1771 4.2339 -8.0672 0.5 0.5 0.4
H 2.0272 2.9644 -7.6019 0.6 -0.7 0.1
C -4.8065 7.2348 0.4353 0.7 0.6 -1.2
C -3.2974 7.7479 0.5880 -2.1 -0.2 0.1
C -2.6025 7.8915 -0.7849 0.6 0.0 1.0
O -3.2964 8.3828 -1.8974 -0.6 -0.4 0.5
C -3.5593 9.7586 -1.8518 2.6 0.8 -0.2
N -3.2841 8.9365 1.4679 -0.1 1.3 -1.0
H -5.2303 6.7317 1.2852 0.3 0.1 0.7
H -4.8734 6.4404 -0.3535 0.1 1.0 0.2
H -5.4822 8.1071 0.2183 0.6 -0.9 -0.1
H -2.7845 6.9730 1.1520 0.3 -0.2 -0.1
H -2.2863 6.8927 -1.0404 0.2 -0.4 -0.4
H -1.6963 8.5007 -0.5733 -0.2 -0.1 -0.4
H -3.7231 10.0568 -2.8916 -0.7 0.2 0.4
H -2.5749 10.2705 -1.5781 -1.0 -0.3 -0.2
H -4.2663 10.0866 -1.0969 -0.6 -0.1 -0.3
H -3.3940 9.7999 0.8944 -0.6 -0.9 0.5
H -2.3681 9.1440 1.8410 0.4 -0.6 0.3
C 5.5780 -0.8231 3.0372 -0.4 0.8 -0.4
C 5.1058 -2.2297 2.7876 2.3 -0.3 -1.4
C 6.2541 -3.0141 2.0117 -3.6 -0.2 -3.1
O 5.6911 -4.3252 1.6951 -0.1 1.5 1.4
C 6.5062 -5.3181 1.1433 0.1 1.1 -0.5
N 4.7709 -2.7851 4.0445 -1.0 -2.6 0.8
H 6.4682 -0.8303 3.6328 0.9 -0.1 0.2
H 4.8838 -0.2998 3.6713 -0.7 0.2 0.2
H 5.7214 -0.1807 2.1590 0.1 -0.5 0.0
H 4.2487 -2.2886 2.1570 -0.7 0.2 -0.6
H 7.1381 -3.0544 2.5341 2.2 -0.4 1.6
H 6.4687 -2.5542 0.9888 -0.2 0.0 1.2
H 6.8335 -5.0156 0.1408 -0.2 -0.2 -0.2
H 5.7994 -6.1347 1.1065 0.6 -0.8 -0.2
H 7.4329 -5.4695 1.6977 -0.1 -0.5 0.4
H 4.5848 -3.8133 3.9691 -0.3 1.1 -0.3
H 5.5789 -2.8260 4.6198 1.0 0.5 0.8
C 4.1493 -3.3576 -1.7465 0.7 -0.1 -1.6
C 3.8052 -2.6041 -3.1064 -2.9 0.6 2.0
C 2.5526 -3.2734 -3.7546 2.0 0.1 -0.1
O 3.0535 -4.4403 -4.4413 0.0 1.9 1.3
C 2.0196 -5.2126 -4.8847 -0.3 -1.2 -0.4
N 3.3802 -1.2088 -2.7352 -0.5 -0.5 -0.2
H 3.1969 -3.4363 -1.1874 0.7 0.1 -0.1
H 4.9480 -2.8444 -1.1668 -0.8 -0.1 -0.2
H 4.5582 -4.3596 -1.9658 -0.4 0.2 0.2
H 4.5084 -2.4784 -3.9121 0.9 -0.4 0.1
H 2.0637 -2.5628 -4.4134 0.2 0.1 -0.7
H 1.7754 -3.4840 -3.0256 0.0 -0.6 0.5
H 1.4001 -4.7238 -5.6254 0.0 0.1 -0.7
H 1.3382 -5.5054 -4.1197 -0.7 -0.1 1.2
H 2.4634 -6.1503 -5.1857 -0.1 -0.2 -0.8
H 2.5479 -1.1866 -2.0969 1.1 -0.2 -0.6
H 4.1611 -0.8408 -2.2156 0.0 0.5 0.3
C 7.6576 -2.5374 -2.1997 -0.8 -0.1 -0.7
C 8.0463 -1.1158 -2.5410 -0.5 -0.3 -0.9
C 7.2632 -0.1554 -1.6780 0.0 0.4 -1.4
O 7.4626 1.1640 -2.2549 -0.7 -1.4 1.0
C 6.7882 2.1875 -1.5501 4.0 1.6 0.0
N 9.4823 -0.8839 -2.4891 -0.6 1.4 -1.3
H 7.8513 -2.7609 -1.1595 0.1 -0.4 0.3
H 8.1769 -3.1988 -2.8864 0.3 -0.3 0.3
H 6.5766 -2.7119 -2.4243 0.8 0.3 0.4
H 7.7016 -1.0105 -3.6012 0.4 0.4 0.7
H 7.6279 -0.2785 -0.6588 0.0 0.6 0.4
H 6.2122 -0.4712 -1.7201 -0.1 0.4 0.1
H 5.7441 2.2024 -1.6192 -1.6 -0.1 -0.2
H 7.3008 3.1109 -1.9579 -1.3 -0.6 0.1
H 7.1734 2.2558 -0.5204 -0.6 -0.5 0.2
H 9.9342 -1.3150 -1.7228 0.3 -0.3 1.0
H 9.6231 0.1412 -2.4836 0.2 -1.0 0.1
C 5.0438 2.6966 3.1007 0.8 0.0 -0.2
C 3.5664 2.8313 3.3267 -1.6 -1.3 0.4
O 2.8781 3.6518 2.3742 1.2 -0.3 -0.3
H 5.3385 2.1267 2.2011 -0.5 0.1 0.3
H 5.4980 2.1857 3.9766 -0.2 0.3 -0.5
H 5.5093 3.6814 2.9832 -0.1 -0.1 0.2
H 3.3622 3.1712 4.3545 0.2 0.4 -0.3
H 3.0605 1.8237 3.3103 0.7 0.5 -0.1
H 2.0383 3.8918 2.7606 -0.7 0.4 0.4
C -6.1250 5.8906 4.9872 -1.0 0.5 -0.6
C -5.6214 6.6969 3.8210 -0.4 -0.2 0.3
O -4.2063 6.8626 3.8080 -0.8 -0.6 0.7
H -5.7166 4.9185 4.9988 0.4 -1.3 -0.3
H -7.2243 5.8321 4.8490 0.5 -0.1 0.3
H -5.8918 6.2777 5.9346 0.1 1.0 1.3
H -6.1602 7.6741 3.8051 0.5 -0.5 -0.2
H -5.9406 6.0481 3.0031 0.0 0.5 -0.7
H -4.0510 7.4604 3.0912 0.5 0.9 -0.7
C -2.5529 -3.5470 -6.7747 -0.4 0.4 -1.6
C -1.5501 -2.4950 -6.4786 0.4 1.3 0.7
O -2.2605 -1.4113 -5.8535 -0.2 -1.0 0.2
H -3.2014 -3.0928 -7.6127 0.3 -1.1 1.7
H -3.0075 -3.8286 -5.8176 -0.6 0.1 -0.6
H -2.0251 -4.4103 -7.1819 -0.2 -0.1 -0.1
H -1.0515 -2.1062 -7.3577 0.1 -0.1 -0.5
H -0.7578 -2.9368 -5.8589 0.0 0.4 0.4
H -1.8434 -0.5258 -5.8178 0.6 0.1 -0.4
C -5.3925 0.4949 -5.0587 -0.4 1.2 0.0
C -4.6458 -0.1637 -3.9304 1.0 0.2 0.2
O -4.3265 -1.5213 -4.0524 -0.6 -0.1 0.4
H -5.5800 1.5293 -4.6891 0.0 -0.4 -0.5
H -6.3403 0.0872 -5.3510 -0.7 -0.6 0.3
H -4.8620 0.5760 -6.0081 0.6 -0.1 0.2
H -5.1360 -0.1534 -2.9766 -0.9 0.6 0.4
H -3.7579 0.4993 -3.8002 0.0 -0.6 0.1
H -3.6250 -1.5843 -4.6855 1.0 -0.3 -1.0
```
Positions in Å, forces in eV/Å.

Atom charges from the Mulliken analysis, given in e for atoms 1 to 6: number 1, C, carries -0.76; number 2, C, carries 0.68; number 3, C, carries -0.82; number 4, O, carries -0.68; number 5, H, carries 0.15; number 6, H, carries 0.20